# 1
# CH5O2P

One molecule with the formula CH5O2P (the ωB97M-V functional and the def2-TZVPD basis, OMol25).

- energy above the lowest of the compared OMol25 structures with the same formula, charge and spin (eV) = 3.320
- HOMO-LUMO gap (eV) = 10.52
- E_LUMO (eV) = 0.93

```
9
Properties=species:S:1:pos:R:3:forces:R:3:nbo_charge:R:1
C 0.219674 0.585648 1.301317 -1.3 -0.8 -0.7 -0.94
O 0.371941 0.081861 -2.278033 -0.4 -1.6 -1.1 -0.47
O 0.311123 -0.797290 -1.088523 -1.0 0.9 -0.4 -0.53
P -0.906069 -0.115808 -0.028578 1.9 -0.8 -0.8 0.84
H 0.932698 0.039583 1.880065 0.7 -1.0 -0.4 0.23
H -0.547754 0.754903 2.047499 -0.2 1.3 0.3 0.23
H 0.698428 1.416952 0.785749 -0.3 0.4 0.6 0.24
H 0.190107 -0.549388 -3.070816 0.4 1.2 2.2 0.47
H -1.270147 -1.416461 0.451320 0.3 0.4 0.3 -0.07
```
Forces are in eV/Å.

# 2
# C33H61Cl2GeN3O4P3SeTl

C33H61Cl2GeN3O4P3SeTl as an isolated structure (the ωB97M-V functional and the def2-TZVPD basis, OMol25).

- HOMO-LUMO gap (eV) = 6.76
- E_LUMO (eV) = 0.24

```
109
Properties=species:S:1:pos:R:3:forces:R:3:nbo_charge:R:1
Tl -0.279554 -0.720225 -0.424571 0.0 -0.1 0.1 0.65
C -2.677131 1.045466 -3.446973 0.1 0.0 0.0 -0.61
C -1.732195 2.235648 -3.229822 0.0 0.0 0.1 -0.53
C -2.320404 3.541301 -3.769222 0.0 0.0 0.0 -0.61
P -1.035553 2.115463 -1.506554 0.0 0.1 -0.1 0.82
C -0.097611 3.688324 -1.164153 0.0 0.0 0.0 -0.51
C 1.003852 3.868039 -2.210190 0.0 -0.1 0.0 -0.60
C -0.924945 4.957797 -0.977891 0.0 0.0 0.0 -0.61
C -2.423742 2.241889 -0.324600 0.0 -0.1 0.0 -0.42
C -3.734547 2.598305 -0.627780 0.1 0.0 0.0 -0.17
C -4.723213 2.650064 0.343480 0.0 0.0 0.1 -0.26
C -4.386730 2.367876 1.659420 -0.1 0.0 0.0 -0.18
C -3.084902 2.030883 1.985769 -0.1 0.0 -0.1 -0.32
C -2.072923 1.937169 1.013142 0.2 0.1 0.0 0.28
N -0.777951 1.518588 1.303226 -0.1 0.1 -0.2 -0.80
C -0.104827 2.099696 2.330694 0.1 0.1 0.1 0.27
C -0.504301 3.329774 2.924581 0.0 -0.1 0.0 -0.34
C 0.154478 3.868402 4.008414 0.0 0.0 0.0 -0.18
C 1.269890 3.238920 4.555387 0.0 0.0 0.0 -0.29
C 1.732665 2.086454 3.943835 0.0 0.0 -0.1 -0.18
C 1.090857 1.505100 2.849031 -0.1 -0.1 0.0 -0.49
P 1.715233 0.028504 1.974721 0.1 0.1 0.1 0.81
C 2.776178 -0.971722 3.143306 0.0 0.0 0.0 -0.51
C 4.104678 -0.467937 3.712473 0.0 0.0 0.0 -0.61
C 1.887540 -1.532431 4.255688 0.0 0.0 0.0 -0.62
C 2.880048 0.770628 0.717564 -0.1 0.0 0.0 -0.50
C 3.762776 -0.324340 0.118932 0.0 0.0 0.0 -0.60
C 3.683294 2.000390 1.131035 0.0 0.0 0.0 -0.62
H -2.904210 0.938376 -4.509928 0.0 0.0 0.0 0.21
H -3.619368 1.165784 -2.913460 0.0 0.0 0.0 0.20
H -2.220272 0.111126 -3.112357 0.0 0.0 0.0 0.24
H -0.835607 2.016697 -3.823474 0.0 0.0 0.0 0.23
H -3.123673 3.940559 -3.151853 0.0 0.0 0.0 0.20
H -2.731507 3.361577 -4.766385 0.0 0.0 0.0 0.21
H -1.561559 4.316188 -3.866903 0.0 0.0 0.0 0.21
H 0.383893 3.460278 -0.206067 0.0 0.0 0.0 0.23
H 0.588735 4.113762 -3.189369 0.0 0.0 0.0 0.20
H 1.596309 2.956958 -2.321741 0.0 0.0 0.0 0.21
H 1.675401 4.679368 -1.921279 0.0 0.0 0.0 0.21
H -1.407136 5.265939 -1.904234 0.0 0.0 0.0 0.20
H -0.276609 5.775937 -0.652862 0.0 0.0 0.0 0.21
H -1.698502 4.821178 -0.222163 0.0 0.0 0.0 0.22
H -3.997170 2.861192 -1.641531 0.0 0.0 0.0 0.21
H -5.735144 2.928046 0.081135 0.0 0.0 0.0 0.21
H -5.136004 2.428052 2.439728 0.0 0.0 0.0 0.21
H -2.844078 1.895613 3.037087 -0.2 0.4 0.0 0.18
H -1.348294 3.857569 2.500344 0.0 0.0 0.0 0.22
H -0.197770 4.802391 4.430701 0.0 0.0 0.0 0.21
H 1.782557 3.654067 5.412213 0.0 0.0 0.0 0.21
H 2.638964 1.634338 4.316428 0.0 0.0 0.0 0.20
H 3.016483 -1.816911 2.486937 0.0 0.0 0.0 0.23
H 3.970912 0.250261 4.519253 0.0 0.0 0.0 0.20
H 4.736949 -0.013562 2.953703 0.0 0.0 0.0 0.21
H 4.652578 -1.315352 4.133244 0.0 0.0 0.0 0.21
H 1.563049 -0.736827 4.936160 0.0 0.0 -0.1 0.20
H 2.438216 -2.258567 4.856841 0.0 0.0 0.0 0.22
H 1.018900 -2.053515 3.843500 0.0 0.1 0.0 0.22
H 2.180319 1.092443 -0.066979 0.0 0.0 0.0 0.23
H 4.466548 -0.719955 0.853570 0.0 0.0 0.0 0.20
H 4.344354 0.075803 -0.714062 0.0 0.0 0.0 0.21
H 3.161977 -1.153178 -0.261462 0.0 0.0 0.0 0.21
H 4.430461 1.773260 1.891600 0.0 0.0 0.0 0.20
H 3.037017 2.786942 1.519654 0.0 0.0 0.0 0.22
H 4.209456 2.397789 0.258657 0.0 0.0 0.0 0.21
Cl -2.248964 -5.474760 -1.929156 0.0 -0.1 0.0 -0.03
C -3.079655 -4.076057 -2.661108 0.0 0.0 -0.2 -0.30
Cl -4.811158 -4.095908 -2.243398 0.0 0.0 0.0 -0.04
C -2.361174 -2.786901 -2.197121 0.1 0.1 0.1 0.76
O -1.549683 -2.333492 -2.995152 0.1 0.1 -0.2 -0.67
O -2.637757 -2.359512 -1.042130 -0.1 -0.4 0.2 -0.77
H -3.003903 -4.177033 -3.737093 0.0 0.0 0.0 0.24
N -3.437860 -4.049905 0.808854 0.4 0.1 -0.4 -0.73
C -3.772699 -3.084039 1.896716 0.1 0.0 0.1 -0.61
P -2.188862 -2.808530 2.807106 0.1 0.0 -0.3 2.15
O -1.951488 -4.013722 3.632231 -0.1 0.0 0.1 -1.11
O -1.217704 -2.314546 1.769621 0.0 0.1 0.2 -1.16
C -2.519671 -1.292768 3.834739 0.0 -0.1 0.0 -0.62
N -1.552880 -0.250676 3.396366 0.4 -0.2 0.1 -0.75
H -2.778145 -4.752751 1.149067 -0.1 0.0 0.0 0.43
H -2.968651 -3.519398 -0.036164 -0.4 0.4 0.6 0.49
H -4.253785 -4.527643 0.429306 0.0 0.1 0.0 0.43
H -4.505556 -3.527702 2.569193 -0.1 0.0 -0.1 0.23
H -4.167287 -2.174990 1.445076 0.0 0.0 -0.1 0.24
H -2.389252 -1.511190 4.891262 0.0 0.0 0.0 0.25
H -3.532476 -0.931095 3.663690 0.0 0.1 0.0 0.23
H -1.125073 -0.575749 2.494877 -0.1 0.0 0.1 0.51
H -0.766564 -0.124983 4.037704 -0.1 0.0 0.0 0.44
H -1.957860 0.670908 3.212039 0.1 -0.4 0.0 0.45
C 1.622189 -4.823344 -4.111363 0.0 0.0 0.0 -1.08
Ge 2.182486 -3.367449 -2.924450 0.1 -0.1 0.0 1.62
C 1.414340 -3.711680 -1.159494 -0.1 0.1 0.0 -1.08
C 4.135656 -3.416103 -2.743374 0.0 0.0 0.0 -1.09
C 1.573730 -1.744128 -3.850152 0.0 0.0 0.0 -1.04
Se 1.893712 0.020175 -3.087126 0.1 0.0 0.0 0.31
C 3.780468 0.158442 -3.549454 -0.1 0.0 0.0 -0.79
H 1.823642 -5.794059 -3.657131 0.0 0.0 0.0 0.23
H 2.146869 -4.775524 -5.066235 0.0 0.0 0.0 0.23
H 0.550983 -4.749170 -4.303075 0.0 0.0 0.0 0.23
H 1.692782 -4.726414 -0.868959 0.0 0.0 0.0 0.23
H 0.325379 -3.652443 -1.183138 0.0 0.0 0.0 0.23
H 1.779254 -3.029581 -0.391076 0.0 0.0 0.0 0.23
H 4.423878 -4.401252 -2.373361 0.0 0.0 0.0 0.23
H 4.496386 -2.670228 -2.034428 0.0 0.0 0.0 0.23
H 4.629454 -3.254518 -3.702090 0.0 0.0 0.0 0.23
H 0.490928 -1.821673 -3.958127 0.0 0.0 0.0 0.28
H 2.008663 -1.741348 -4.851852 0.0 0.0 0.0 0.23
H 4.340213 -0.650897 -3.089754 0.0 0.0 0.0 0.22
H 4.138364 1.115252 -3.174248 0.0 0.0 0.0 0.23
H 3.891619 0.126719 -4.631202 0.0 0.0 0.0 0.22
```
Forces are in eV/Å.

# 3
# C40H27AsBrF6N4O5PSn

C40H27AsBrF6N4O5PSn as an isolated structure (the ωB97M-V functional and the def2-TZVPD basis, OMol25).

- net charge = -1
- HOMO-LUMO gap (alpha / beta) (eV) = 6.49 / 5.32
- E_LUMO (alpha / beta) (eV) = 0.58 / -0.59
- 2S+1 = 2

```
86
Properties=species:S:1:pos:R:3:forces:R:3:lowdin_spin:R:1
Sn -0.626900 0.335700 0.080100 -1.8 0.3 -0.3 0.00
O -3.551900 1.709500 -3.128500 -0.3 0.2 -0.7 0.00
C -2.945400 1.418700 -2.113000 -1.2 -0.7 0.6 0.00
O -1.769700 1.664400 -1.773800 1.5 0.0 0.6 0.00
C -3.778100 0.669100 -1.021100 0.3 0.5 -1.0 0.00
C -5.085700 0.251800 -1.215700 0.0 -0.1 0.3 0.00
C -5.737200 -0.349000 -0.148000 0.1 0.1 -0.2 0.00
C -5.081300 -0.486900 1.067200 0.2 0.0 0.2 0.00
C -3.768900 -0.044200 1.159500 0.0 -0.1 0.5 0.00
N -3.153800 0.502500 0.123300 0.7 -0.4 0.3 0.00
C -2.912000 -0.122300 2.435700 -0.7 0.0 -0.4 0.00
O -3.394000 -0.695700 3.408600 -0.2 -0.2 0.3 0.00
O -1.778800 0.421000 2.350100 1.0 0.3 -0.4 0.00
H -5.546000 0.380600 -2.182900 0.0 0.1 0.0 0.00
H -6.752100 -0.706500 -0.261300 -0.1 0.0 0.0 0.00
H -5.553400 -0.923900 1.935600 0.0 0.0 0.0 0.00
Br -5.438200 0.403300 6.396700 0.0 0.0 -0.1 0.02
C -3.905100 -0.693300 6.406300 0.0 0.1 0.2 0.06
C -4.033800 -2.031500 6.742900 -0.1 0.1 -0.1 -0.01
C -2.910800 -2.826600 6.795200 0.4 -0.1 -0.1 0.05
C -1.655300 -2.291600 6.473200 -0.7 1.3 -0.2 0.00
C -1.555000 -0.932300 6.132700 0.1 -0.3 0.0 0.05
C -2.673600 -0.133600 6.110300 -0.1 0.0 0.0 -0.01
N -0.535200 -3.064100 6.659300 0.2 -1.5 0.6 0.20
N 0.555900 -2.911700 6.084500 0.4 0.2 0.2 0.08
C 0.808000 -2.427700 4.868100 -0.3 0.1 -0.3 0.18
C 2.039400 -1.773600 4.659900 0.4 0.6 -0.3 -0.01
C 2.245900 -1.006200 3.552600 0.5 -0.1 0.8 0.12
C 1.279600 -0.899200 2.501900 0.0 0.7 -0.9 0.04
O 1.409800 -0.089400 1.563100 -0.1 -0.7 1.0 0.14
C 0.148800 -1.823900 2.580100 -0.6 -0.7 0.5 0.04
N -0.648500 -1.923900 1.517000 0.2 0.6 -0.4 0.00
C -1.666400 -2.750700 1.534600 -0.3 -0.3 -0.1 0.02
C -1.945600 -3.573800 2.625600 0.3 0.0 0.2 -0.01
C -1.149900 -3.481200 3.739500 -0.1 0.0 -0.2 0.02
C -0.088900 -2.567900 3.748800 -0.2 0.0 -0.6 0.01
H -5.009500 -2.440700 6.958700 0.0 0.0 0.0 0.00
H -2.994400 -3.874200 7.045200 0.1 -0.1 0.1 0.00
H -0.588500 -0.506700 5.901900 0.0 0.0 0.0 0.00
H -2.591000 0.909300 5.846300 0.0 0.0 -0.1 0.00
H 2.758600 -1.804400 5.465900 0.1 0.0 0.0 0.00
H 3.139900 -0.408800 3.461400 0.1 0.1 -0.1 0.00
H -2.285900 -2.779800 0.648700 0.0 0.0 -0.1 0.00
H -2.768900 -4.266700 2.588700 -0.1 -0.1 0.0 0.00
H -1.323400 -4.114100 4.597700 0.0 0.0 0.0 0.00
F 0.351000 -2.229300 -1.224400 -0.2 -0.1 -0.1 0.00
P -0.816800 -2.591900 -2.323700 0.2 0.1 -0.1 0.00
F -1.226500 -3.856700 -1.405200 -0.1 0.0 0.0 0.00
F -2.007600 -2.917500 -3.343800 0.1 0.1 0.1 0.00
F -0.375000 -1.288000 -3.165100 -0.2 -0.2 0.0 0.00
F -1.850900 -1.649400 -1.438400 0.0 0.2 0.2 0.00
F 0.219900 -3.498500 -3.159000 0.0 0.0 0.1 0.00
C 5.075800 -0.012900 -5.737000 0.0 0.0 -0.1 0.00
C 5.395500 0.837900 -4.694300 0.1 0.1 0.0 0.00
C 4.674000 0.797700 -3.512300 -0.1 0.1 0.3 0.00
C 3.614800 -0.089300 -3.352400 -0.2 0.1 0.1 0.00
C 3.290000 -0.925100 -4.418100 -0.2 -0.1 0.2 0.00
C 4.020900 -0.900000 -5.593600 0.0 -0.1 -0.1 0.00
As 2.430200 -0.149000 -1.754700 0.6 0.3 -0.3 0.00
C 3.289700 1.283000 -0.720300 0.0 -0.1 0.0 0.00
C 2.518800 2.411300 -0.466200 -0.3 -0.1 -0.3 0.00
C 3.036200 3.485900 0.237500 0.0 0.2 0.0 0.00
C 4.341400 3.447100 0.700400 -0.1 0.1 0.1 0.00
C 5.115900 2.322300 0.468800 0.1 0.0 0.0 0.00
C 4.593000 1.252600 -0.237600 0.2 -0.2 0.0 0.00
C 3.215600 -1.726700 -0.907800 0.0 -0.1 0.1 0.00
C 3.135800 -2.950800 -1.565600 0.0 0.1 -0.1 0.00
C 3.435300 -4.130000 -0.908500 0.0 -0.1 0.0 0.00
C 3.833800 -4.103700 0.417800 0.1 -0.1 0.1 0.00
C 3.944600 -2.890900 1.073900 0.1 -0.1 0.2 0.00
C 3.628900 -1.714800 0.417900 0.0 0.3 0.0 0.00
H 5.633700 0.026900 -6.664600 0.0 0.0 0.0 0.00
H 6.204300 1.550400 -4.804800 0.0 0.0 0.0 0.00
H 4.934200 1.474300 -2.708500 0.0 0.0 -0.1 0.00
H 2.432100 -1.580300 -4.325000 0.0 -0.1 -0.1 0.00
H 3.753500 -1.558300 -6.409400 0.0 0.0 0.0 0.00
H 1.495900 2.445300 -0.848700 0.2 0.1 0.1 0.00
H 2.421500 4.355600 0.422700 0.0 0.1 0.0 0.00
H 4.757300 4.290500 1.236900 0.0 0.0 0.0 0.00
H 6.133500 2.281900 0.836600 0.0 0.0 0.0 0.00
H 5.214700 0.384400 -0.422000 0.0 0.0 0.0 0.00
H 2.789700 -2.986600 -2.589700 -0.1 -0.1 0.0 0.00
H 3.324600 -5.074600 -1.422700 0.0 0.0 -0.1 0.00
H 4.044400 -5.025000 0.944200 0.0 -0.1 0.0 0.00
H 4.254700 -2.861400 2.111800 0.0 0.0 0.0 0.00
H 3.674700 -0.775400 0.951200 0.0 -0.1 0.0 0.00
```
Forces are in eV/Å.